{
  "formula": "CH5BO2",
  "method": "ωB97M-V/def2-TZVPD",
  "e_above_lowest_kcal_mol": 100.4,
  "total_energy_ha": -216.380536,
  "mol_weight_g_mol": 59.86,
  "e_lumo_ev": [-0.1, 0.0],
  "gap_ev": [7.58, 7.52],
  "species": ["B", "C", "O", "O", "H", "H", "H", "H", "H"],
  "positions_angstrom": [[0.143150, 0.509684, -0.624820], [-0.540001, -0.751188, 1.634455], [-0.183103, -0.491992, -1.466404], [0.793422, 1.643639, -0.811917], [-1.221576, -1.047452, 0.959215], [-0.829957, -0.085544, 2.411052], [0.355304, -1.379249, 1.714036], [0.331529, -0.362299, -2.220184], [1.151231, 1.964402, -1.595434]],
  "forces_ev_per_a": [[-0.93, -1.88, 2.99], [3.58, 1.99, -1.16], [-0.92, 0.07, 1.80], [-0.61, -0.10, 2.56], [-2.62, -1.38, -1.78], [-0.02, 0.30, 0.47], [-0.47, 0.39, 0.22], [1.17, -0.06, -2.73], [0.83, 0.66, -2.37]]
}